# 1
Computed, not measured: C17H32Br3N3O2P2 as an isolated structure in a non-equilibrium geometry, with ωB97M-V with the def2-TZVPD basis set.

Geometry as XYZ:
```
59
Properties=species:S:1:pos:R:3:nbo_charge:R:1
C 4.844 0.389 2.234 -0.6161
C 3.722 -0.211 1.342 -0.7123
P 2.193 0.815 1.669 0.7606
C 2.462 2.515 0.958 -0.9458
C 0.709 0.152 0.687 0.0238
C -0.445 1.172 1.000 -0.2315
N -0.309 1.793 2.344 -0.8306
C 0.286 -1.227 1.247 -0.4498
C -0.601 -2.101 0.324 -0.4177
C -2.103 -2.163 0.676 -0.2197
N -2.907 -1.103 0.018 -0.6233
C -4.220 -1.636 -0.444 -0.2353
C -5.228 -0.500 -0.415 -0.1268
C -5.003 0.600 -1.204 -0.1323
C -5.888 1.652 -1.250 -0.2475
C -7.019 1.591 -0.470 -0.1978
C -7.239 0.512 0.346 -0.2565
C -6.357 -0.540 0.386 0.2908
O -6.623 -1.594 1.232 -0.6911
O 0.843 0.238 -0.733 -0.5683
C 1.756 -0.678 -1.320 -0.4041
P 2.940 0.166 -2.471 1.2745
N 2.907 -0.598 -3.861 -1.3234
H 5.595 -0.369 2.456 0.2187
H 5.246 1.257 1.702 0.1983
H 4.391 0.756 3.162 0.2207
H 3.513 -1.250 1.610 0.2272
H 3.981 -0.111 0.281 0.1988
H 3.481 2.627 0.578 0.2242
H 2.250 3.225 1.760 0.2464
H 1.732 2.732 0.171 0.2311
H -0.432 1.950 0.235 0.2076
H -1.383 0.611 0.993 0.1793
H -1.003 2.538 2.378 0.3596
H -0.649 1.103 3.009 0.3510
H 1.195 -1.798 1.479 0.2084
H -0.253 -1.087 2.191 0.2147
H -0.229 -3.131 0.415 0.2063
H -0.517 -1.855 -0.738 0.2252
H -2.458 -3.156 0.384 0.1924
H -2.225 -2.051 1.764 0.1754
H -3.162 -0.445 0.749 0.3502
H -4.531 -2.465 0.202 0.1738
H -4.090 -1.929 -1.492 0.2038
H -4.107 0.655 -1.818 0.2141
H -5.691 2.491 -1.908 0.2150
H -7.763 2.382 -0.485 0.2141
H -8.133 0.464 0.963 0.2227
H -6.577 -2.427 0.751 0.4807
H 2.257 -1.356 -0.620 0.2147
H 1.173 -1.315 -1.999 0.2338
H 4.253 0.151 -1.953 -0.0468
H 2.451 1.474 -2.710 -0.0497
H 3.837 -0.934 -4.094 0.3605
C 7.887 0.509 -2.373 -0.4990
Br 6.997 0.834 -0.692 0.0866
Br 9.196 -0.896 -2.223 0.0964
Br 6.627 0.161 -3.789 0.0979
H 8.418 1.414 -2.634 0.2261
```

Computed properties:
Net charge: 0
Kohn-Sham gap: 7.45 eV
LUMO: -0.1 eV

***

# 2
Computed, not measured: C13H42NO11Sr as an isolated structure in a non-equilibrium geometry, with ωB97M-V with the def2-TZVPD basis set.

Geometry as XYZ:
```
68
Properties=species:S:1:pos:R:3:lowdin_charge:R:1
Sr 0.329 -2.236 3.479 1.7564
C 3.480 -1.237 -0.160 0.0308
C 2.251 -1.397 0.797 -0.6289
O 2.406 -2.008 1.932 -0.2528
O 1.070 -1.096 0.450 -0.0722
H 3.151 -0.585 -0.968 0.0693
H 3.729 -2.218 -0.561 0.0638
H 4.261 -0.689 0.366 0.0815
C 3.769 1.986 2.739 -0.1391
O 3.483 1.722 4.121 -0.1227
H 3.976 1.069 2.187 0.0534
H 2.913 2.386 2.190 0.0743
H 4.586 2.702 2.652 0.0834
H 2.903 2.398 4.480 0.0715
C 4.489 0.361 -3.830 -0.1542
O 5.684 1.101 -3.549 -0.1092
H 4.622 -0.690 -3.560 0.0583
H 3.654 0.682 -3.207 0.0667
H 4.231 0.268 -4.885 0.0818
H 6.288 0.466 -3.160 0.0659
O 4.146 -4.435 1.624 -0.0439
H 4.284 -3.840 0.885 0.0111
H 3.297 -4.172 1.987 0.0021
O -0.081 -3.720 1.445 -0.1344
H -0.180 -3.292 0.588 0.0583
H -0.692 -4.462 1.420 0.0755
O 4.798 -3.743 -2.599 -0.0473
H 5.638 -4.199 -2.512 0.0415
H 4.964 -2.864 -2.252 -0.0009
O -1.573 -0.810 2.410 -0.1556
H -2.507 -1.037 2.442 0.0493
H -1.460 -0.393 1.549 0.0198
O 4.301 -1.319 4.003 -0.0616
H 3.851 -1.171 3.167 -0.0252
H 4.861 -2.082 3.842 0.0387
O 1.014 -2.327 -2.584 -0.0488
H 0.119 -2.671 -2.561 0.0238
H 1.005 -1.588 -1.969 -0.0043
C -4.350 2.266 1.568 -0.0256
C -4.728 1.588 0.219 -0.4519
C -4.988 2.718 -0.840 -0.1221
C -3.686 3.205 -1.461 -0.2004
C -2.860 2.077 -2.002 -0.1364
C -2.428 1.075 -0.897 -0.4775
N -3.616 0.633 -0.205 -0.0874
O -3.512 -0.525 0.673 -0.0487
C -1.917 -0.197 -1.650 -0.0266
C -1.380 1.716 0.052 -0.0167
C -6.030 0.777 0.333 -0.0392
H -4.115 1.499 2.305 0.0753
H -5.140 2.905 1.962 0.0882
H -3.518 2.928 1.327 0.0665
H -5.615 2.383 -1.667 0.1219
H -5.473 3.565 -0.355 0.1229
H -3.071 3.735 -0.730 0.1063
H -3.907 3.953 -2.224 0.1217
H -1.985 2.625 -2.355 0.1251
H -3.316 1.590 -2.864 0.1265
H -1.117 0.009 -2.361 0.0916
H -1.722 -1.067 -1.022 0.0586
H -2.747 -0.508 -2.288 0.0859
H -1.638 1.797 1.108 0.0689
H -0.427 1.191 0.165 0.0630
H -1.037 2.680 -0.325 0.0850
H -6.131 0.318 1.316 0.0761
H -6.114 0.018 -0.445 0.0862
H -6.870 1.458 0.190 0.0845
H -3.622 -1.268 0.072 0.1021
```

Computed properties:
Net charge: +1
Kohn-Sham gap: 6.23 eV
LUMO: -4.6 eV

***

# 3
Computed, not measured: a 6-piece molecular cluster, CH14O5 overall in a non-equilibrium geometry, with ωB97M-V with the def2-TZVPD basis set.

Geometry as XYZ:
```
20
Properties=species:S:1:pos:R:3:nbo_charge:R:1
C 2.526 -1.098 -0.135 -0.8715
H 3.413 -1.452 0.368 0.2490
H 2.197 -1.832 -0.890 0.2015
H 2.855 -0.199 -0.719 0.2202
H 1.737 -1.029 0.586 0.2081
H -1.742 -0.476 -0.508 0.5045
H -2.920 0.139 -1.164 0.5342
O -1.927 0.347 -0.933 -0.9893
H -0.302 0.743 2.971 0.4879
H 0.380 1.085 1.647 0.5074
O 0.155 0.366 2.268 -0.7251
H -0.441 0.241 -1.778 0.4926
H 0.567 -0.798 -2.347 0.4989
O 0.378 0.184 -2.328 -0.6171
H 0.968 1.652 -0.483 0.4874
H -0.467 1.404 -0.264 0.4973
O 0.289 1.908 0.053 -0.7595
H -1.139 -1.202 1.902 0.5029
H -0.884 -2.259 0.862 0.4826
O -1.317 -1.484 1.020 -0.9121
```

Computed properties:
2S+1: 2
Net charge: +1
Kohn-Sham gap (alpha / beta): 13.14 / 3.65 eV
LUMO (alpha / beta): -3.4 / -11.4 eV

***

# 4
Computed, not measured: the molecule C2H5NO2 in a non-equilibrium geometry, with ωB97M-V with the def2-TZVPD basis set.

Geometry as XYZ:
```
10
Properties=species:S:1:pos:R:3:nbo_charge:R:1
N -1.213 -1.101 -0.835 -0.8103
C -0.473 -0.812 0.434 -0.3345
C 0.466 0.369 0.228 0.7787
O 1.624 0.347 0.532 -0.5744
O -0.181 1.463 -0.227 -0.6822
H -0.589 -1.621 -1.441 0.3510
H -1.961 -1.733 -0.575 0.3555
H -1.222 -0.583 1.179 0.2209
H 0.160 -1.660 0.673 0.2004
H 0.447 2.010 -0.722 0.4950
```

Computed properties:
Net charge: 0
Kohn-Sham gap: 10.70 eV
LUMO: 0.8 eV

***

# 5
Computed, not measured: the molecule C7H10, with ωB97M-V with the def2-TZVPD basis set.

Geometry as XYZ:
```
17
Properties=species:S:1:pos:R:3:nbo_charge:R:1
C -1.138 0.921 -1.882 -0.3987
C -1.490 0.411 -0.706 -0.1677
C -0.749 0.553 0.596 -0.2490
C -0.342 -0.831 1.188 -0.4340
C 1.023 -0.603 0.573 0.0427
C 1.945 -1.415 0.078 -0.4189
C 0.765 0.887 0.477 -0.4414
H -0.246 1.529 -2.008 0.1896
H -1.735 0.749 -2.774 0.2019
H -2.400 -0.189 -0.647 0.1966
H -1.322 1.193 1.277 0.2152
H -0.304 -0.801 2.284 0.2170
H -0.911 -1.711 0.871 0.2135
H 2.822 -1.033 -0.439 0.2004
H 1.843 -2.495 0.157 0.2004
H 1.117 1.421 1.367 0.2193
H 1.122 1.413 -0.412 0.2130
```

Computed properties:
Net charge: 0
Kohn-Sham gap: 10.43 eV
LUMO: 1.1 eV

***

# 6
Computed, not measured: C26H62N4O14Sr2 as an isolated structure in a non-equilibrium geometry, with ωB97M-V with the def2-TZVPD basis set.

Geometry as XYZ:
```
108
Properties=species:S:1:pos:R:3:lowdin_charge:R:1
Sr 2.278 -2.433 1.965 1.6361
Sr 1.204 1.816 3.765 1.7041
O -0.871 -0.170 0.391 0.1269
C -0.112 0.423 1.317 -0.7747
O -0.470 1.538 1.769 -0.1013
O 0.883 -0.168 1.835 -0.2160
H -0.526 -1.096 0.283 0.0769
O -0.779 -4.876 0.013 0.1421
C 0.235 -4.098 0.381 -0.7782
O 1.237 -4.683 0.885 -0.1044
O 0.192 -2.838 0.344 -0.1149
H -0.693 -5.757 0.390 0.1330
C -4.748 -4.893 -5.493 -0.1170
O -3.870 -4.429 -4.507 -0.1825
C -4.294 -4.761 -3.211 -0.2352
C -3.414 -3.986 -2.237 -0.2029
N -3.562 -2.543 -2.504 -0.0377
C -2.502 -1.765 -1.856 -0.2104
C -1.095 -1.938 -2.458 -0.2109
O -1.134 -1.638 -3.844 -0.1875
C -1.274 -0.268 -4.167 -0.0902
H -4.511 -4.447 -6.462 0.0887
H -5.792 -4.619 -5.321 0.0908
H -4.656 -5.970 -5.661 0.0901
H -4.165 -5.835 -3.029 0.1239
H -5.350 -4.541 -3.029 0.1240
H -2.406 -4.405 -2.334 0.1029
H -3.722 -4.083 -1.194 0.1198
H -3.420 -2.417 -3.506 0.0989
H -2.536 -1.946 -0.777 0.1079
H -2.790 -0.712 -1.948 0.1049
H -0.811 -2.989 -2.466 0.1147
H -0.393 -1.300 -1.917 0.0764
H -2.295 0.083 -4.001 0.0889
H -0.981 -0.168 -5.211 0.0951
H -0.581 0.353 -3.584 0.0692
C 3.302 2.744 0.806 -0.0709
O 2.290 3.100 1.737 -0.3170
C 1.813 4.440 1.496 -0.1696
C 0.675 4.803 2.429 -0.1668
N 0.867 4.304 3.814 -0.1894
C -0.253 4.627 4.725 -0.1708
C -1.445 3.720 4.495 -0.1766
O -1.010 2.382 4.737 -0.3533
C -2.082 1.456 4.831 -0.0687
H 3.331 1.656 0.708 0.0869
H 4.279 3.113 1.123 0.1045
H 3.090 3.116 -0.198 0.0891
H 1.437 4.526 0.474 0.1097
H 2.683 5.105 1.549 0.1397
H -0.253 4.421 1.998 0.0937
H 0.482 5.880 2.466 0.1460
H 1.623 4.913 4.129 0.1324
H -0.584 5.651 4.509 0.1391
H 0.119 4.662 5.750 0.1356
H -1.755 3.829 3.450 0.1269
H -2.295 4.005 5.115 0.1464
H -1.739 0.505 5.246 0.0975
H -2.462 1.166 3.844 0.1046
H -2.933 1.808 5.412 0.1079
C -5.454 5.457 -0.937 -0.1000
O -4.642 4.481 -0.315 -0.1972
C -3.398 4.301 -0.954 -0.2401
C -2.454 3.730 0.097 -0.2043
N -1.028 3.667 -0.248 -0.0530
C -0.860 2.981 -1.547 -0.1755
C 0.616 2.885 -1.882 -0.2435
O 0.771 2.496 -3.211 -0.1753
C 2.090 2.449 -3.673 -0.1041
H -5.498 5.198 -2.004 0.0911
H -5.043 6.470 -0.894 0.0885
H -6.461 5.432 -0.536 0.0896
H -3.001 5.262 -1.304 0.1317
H -3.574 3.631 -1.801 0.1269
H -2.818 2.729 0.374 0.1241
H -2.656 4.333 0.990 0.1109
H -0.683 3.006 0.446 0.0434
H -1.408 3.504 -2.327 0.1235
H -1.254 1.962 -1.446 0.1202
H 1.040 2.126 -1.196 0.1102
H 1.118 3.835 -1.647 0.1190
H 2.803 2.047 -2.936 0.0691
H 2.492 3.445 -3.904 0.0958
H 2.109 1.831 -4.569 0.0972
C 2.597 -5.770 3.747 -0.0979
O 3.338 -4.592 3.478 -0.2846
C 4.727 -4.906 3.198 -0.1674
C 5.314 -3.829 2.295 -0.1987
N 4.468 -3.618 1.099 -0.1405
C 5.204 -2.633 0.259 -0.1905
C 4.335 -2.066 -0.867 -0.1924
O 3.140 -1.539 -0.312 -0.3177
C 2.330 -0.944 -1.326 -0.0567
H 2.593 -6.433 2.881 0.1019
H 1.556 -5.458 3.897 0.0917
H 2.812 -6.298 4.680 0.1037
H 4.763 -5.878 2.704 0.1334
H 5.270 -4.962 4.141 0.1370
H 6.324 -4.122 1.995 0.1382
H 5.355 -2.859 2.800 0.1183
H 4.561 -4.458 0.527 0.1411
H 6.112 -3.062 -0.176 0.1380
H 5.574 -1.790 0.852 0.1227
H 4.101 -2.829 -1.614 0.1425
H 4.918 -1.275 -1.349 0.1383
H 2.799 -0.022 -1.680 0.0877
H 1.370 -0.676 -0.899 0.0583
H 2.174 -1.612 -2.173 0.1170
```

Computed properties:
Net charge: +2
Kohn-Sham gap: 4.80 eV
LUMO: -6.7 eV

***

# 7
Computed, not measured: C4H4O2 as an isolated structure in a non-equilibrium geometry, with ωB97M-V with the def2-TZVPD basis set.

Geometry as XYZ:
```
10
Properties=species:S:1:pos:R:3:nbo_charge:R:1
O -0.398 2.275 -0.309 -0.5454
C -0.247 1.104 -0.053 0.3908
C -1.016 -0.221 -0.102 -0.2973
C 0.220 -1.007 -0.302 -0.0283
O 1.154 -0.353 -1.197 -0.4345
C 0.994 0.188 0.075 0.0043
H -1.994 -0.659 0.065 0.2417
H -0.901 0.608 1.049 0.2355
H 0.451 -2.047 -0.084 0.2171
H 1.737 0.112 0.857 0.2160
```

Computed properties:
Net charge: 0
Kohn-Sham gap: 9.69 eV
LUMO: 0.3 eV

***

# 8
Computed, not measured: C22H50FINO4Si2 as an isolated structure in a non-equilibrium geometry, with ωB97M-V with the def2-TZVPD basis set.

Geometry as XYZ:
```
81
Properties=species:S:1:pos:R:3:lowdin_charge:R:1
C -2.666 -3.136 1.576 -0.1446
C -2.306 -1.945 0.491 -0.2929
C -3.542 -1.525 -0.498 -0.2876
Si -5.041 -0.682 0.359 0.4514
C -6.398 -0.456 -1.045 -0.2166
C -6.078 1.011 -1.780 -0.3273
C -6.930 1.217 -3.184 -0.0919
F -4.633 1.149 -2.162 -0.1272
C -5.773 -1.617 1.870 -0.3444
C -6.791 -2.850 1.513 -0.7541
C -6.739 -3.892 2.821 -0.2003
I -6.260 -4.042 -0.237 0.8573
O -4.655 0.983 0.873 -0.3943
Si -3.809 0.996 2.411 0.5888
C -2.017 1.701 2.023 -0.3311
C -1.687 3.094 2.821 -0.2617
C -0.398 3.788 2.012 -0.2049
C 0.938 2.815 2.015 -0.2127
C 1.225 2.073 0.573 -0.1814
C 2.389 2.832 -0.316 -0.1764
O 2.119 2.771 -1.781 -0.1028
C 1.793 1.397 -2.202 -0.2957
C 2.645 0.040 -1.824 -0.0393
O 0.705 1.214 -2.991 -0.0217
H -1.720 -3.816 1.700 0.0752
H -2.810 -2.578 2.622 0.0657
H -3.619 -3.757 1.300 0.0358
H -1.770 -1.019 1.019 0.0874
H -1.461 -2.408 -0.215 0.1026
H -3.796 -2.466 -1.152 0.0558
H -3.096 -0.721 -1.260 0.1014
H -7.492 -0.511 -0.632 0.0971
H -6.241 -1.258 -1.914 0.0801
H -6.404 1.849 -1.016 0.1400
H -8.077 1.002 -3.082 0.0870
H -6.761 2.354 -3.504 0.0900
H -6.419 0.575 -4.040 0.0935
H -4.957 -1.980 2.662 0.0535
H -6.427 -0.819 2.472 0.1120
H -7.898 -2.423 1.516 0.1046
H -7.643 -3.738 3.552 0.0850
H -6.888 -4.977 2.346 0.0407
H -5.688 -3.918 3.341 0.0805
H -3.584 -0.316 3.007 -0.0370
H -4.530 1.794 3.397 -0.0292
H -1.878 1.927 0.863 0.0896
H -1.204 0.867 2.271 0.0754
H -2.665 3.772 2.722 0.1139
H -1.450 2.928 3.962 0.1149
H -0.172 4.859 2.427 0.1078
H -0.757 3.829 0.874 0.1165
H 0.882 2.041 2.902 0.1124
H 1.885 3.503 2.238 0.1091
H 1.558 0.941 0.737 0.1147
H 0.192 2.056 -0.012 0.1185
H 2.342 3.974 -0.024 0.1416
H 3.471 2.423 -0.083 0.1190
H 3.447 -0.176 -2.663 0.0904
H 3.202 0.127 -0.791 0.0683
H 1.878 -0.870 -1.762 0.1170
C 6.743 0.797 -1.108 0.0120
N 8.015 -0.010 -1.378 -0.3408
C 9.186 0.720 -0.721 0.0156
C 8.258 -0.081 -2.875 0.0219
C 7.924 -1.426 -0.748 -0.0703
C 6.811 -2.321 -1.322 -0.2155
O 5.528 -1.741 -1.129 -0.0904
H 6.954 1.849 -1.328 0.1117
H 5.949 0.456 -1.776 0.0884
H 6.471 0.679 -0.056 0.1156
H 9.266 1.717 -1.160 0.1108
H 10.099 0.147 -0.908 0.1113
H 8.989 0.791 0.353 0.1144
H 7.394 -0.543 -3.357 0.1054
H 9.160 -0.672 -3.052 0.1159
H 8.391 0.939 -3.253 0.1164
H 7.765 -1.271 0.326 0.1413
H 8.900 -1.902 -0.898 0.1412
H 6.826 -3.286 -0.804 0.1363
H 6.960 -2.510 -2.390 0.1207
H 4.869 -2.339 -1.535 0.1186
```

Computed properties:
Net charge: +1
Kohn-Sham gap: 7.74 eV
LUMO: -2.8 eV

***

# 9
Computed, not measured: a 2-piece molecular cluster, C11H15N overall in a non-equilibrium geometry, with ωB97M-V with the def2-TZVPD basis set.

Geometry as XYZ:
```
27
Properties=species:S:1:pos:R:3:nbo_charge:R:1
C 2.315 -1.150 -1.807 -0.6335
C 1.444 -1.008 -0.632 -0.1215
C 1.953 -0.799 0.601 0.0030
N 0.879 -0.784 1.485 -0.5562
C -0.361 -0.932 0.759 0.1270
C -1.694 -1.060 1.252 -0.2509
C -2.709 -1.231 0.118 -0.1962
C -2.288 -1.185 -1.125 -0.2569
C -0.963 -1.342 -1.502 -0.1643
C 0.043 -0.993 -0.557 -0.0953
H 1.796 -1.461 -2.746 0.2205
H 3.236 -1.771 -1.577 0.2237
H 2.672 -0.181 -2.259 0.2155
H 2.886 -0.536 1.099 0.2163
H 0.949 -0.477 2.509 0.4108
H -2.126 -0.898 2.267 0.2302
H -3.761 -1.369 0.307 0.2121
H -3.033 -1.258 -1.917 0.2061
H -0.765 -1.547 -2.544 0.2097
C -0.075 4.589 1.087 -0.5872
C 0.737 3.552 0.226 -0.6141
H 0.371 4.667 2.048 0.1944
H -0.227 5.473 0.690 0.1917
H -1.126 4.177 1.113 0.1916
H 1.857 3.977 0.094 0.2051
H 0.144 3.524 -0.669 0.2043
H 0.567 2.514 0.675 0.2138
```

Computed properties:
Net charge: 0
Kohn-Sham gap: 8.34 eV
LUMO: 0.9 eV

***

# 10
Computed, not measured: a 2-piece molecular cluster, C3H8I2Si overall in a non-equilibrium geometry, with ωB97M-V with the def2-TZVPD basis set.

Geometry as XYZ:
```
14
Properties=species:S:1:pos:R:3:nbo_charge:R:1
C -1.566 -0.080 0.003 -0.7068
C 0.168 -0.740 -1.769 -0.7083
C -0.698 0.281 -1.053 -0.0720
Si 1.788 1.134 1.656 0.5881
I 2.020 -1.389 1.709 -0.2441
I 0.162 1.465 3.426 -0.2051
H -1.192 -0.848 0.673 0.2265
H -1.826 0.807 0.639 0.2335
H -2.517 -0.551 -0.439 0.2255
H 0.983 -1.060 -1.143 0.2357
H 0.485 -0.400 -2.820 0.2312
H -0.325 -1.656 -1.526 0.2215
H -0.431 1.266 -1.403 0.1840
H 2.948 1.769 2.046 -0.2099
```

Computed properties:
Net charge: 0
Kohn-Sham gap (alpha / beta): 5.28 / 8.47 eV
LUMO (alpha / beta): -2.0 / 0.2 eV

***

Number 5 is which compound?
C7H10

***

What is the net charge in the ninth record?
0